1.
Formula: C5H8N2OOsS4
Source: OMol25
Level of theory: ωB97M-V/def2-TZVPD

XYZ file:
```
21
Properties=species:S:1:pos:R:3:forces:R:3
Os -0.1041 0.0826 -0.1608 0.11 -0.07 0.19
O -3.4714 2.4832 -5.4729 0.02 -0.05 0.06
C -2.8913 2.0556 -4.5478 -0.01 0.07 -0.06
S -3.3927 2.3252 -2.8209 -0.30 0.17 0.00
C -2.1245 1.4596 -2.1539 0.50 -0.40 -0.17
C -1.1744 0.8746 -3.0204 -0.24 0.23 0.57
S 0.1844 0.0009 -2.3490 0.01 -0.35 -1.01
S -1.3723 1.0631 -4.6719 0.07 -0.05 -0.33
S -1.9562 1.2570 -0.4247 -0.69 0.81 -0.04
N 0.7720 0.8020 1.6378 0.10 0.05 0.50
C 1.0651 -0.3703 2.5463 0.01 0.26 -0.22
C 1.6322 -1.4912 1.6847 -0.27 -0.07 -0.17
N 0.6384 -1.7658 0.5794 0.33 -0.36 0.17
H 1.6600 1.2440 1.3883 -0.03 0.07 0.02
H 0.2330 1.5311 2.1028 0.06 -0.10 0.23
H 0.1209 -0.6467 3.0170 0.06 -0.12 0.00
H 1.7597 -0.0651 3.3275 0.04 -0.10 -0.01
H 1.8032 -2.4001 2.2597 0.01 0.07 0.08
H 2.5690 -1.2094 1.2026 0.01 0.07 0.11
H -0.1537 -2.2739 0.9803 0.01 -0.06 -0.06
H 1.0147 -2.3821 -0.1395 0.18 -0.08 0.15
```
Forces are in eV/Å.

- Orbital gap (alpha / beta): 7.609 / 6.922 eV
- 2S+1: 5
- Total charge: +2

Just the natural (NBO) charges please, in e? Sure, here they are: 0.915 -0.361 0.236 0.596 -0.390 -0.390 0.135 0.596 0.135 -0.844 -0.248 -0.248 -0.844 0.424 0.439 0.232 0.260 0.260 0.232 0.424 0.439

***

2.
Formula: C5H4S
Source: OMol25
Level of theory: ωB97M-V/def2-TZVPD

XYZ file:
```
10
Properties=species:S:1:pos:R:3:forces:R:3
C 2.6835 1.7080 0.0494 0.82 0.94 0.30
C 1.9361 0.7267 -0.1903 -0.44 -0.68 0.04
C -0.1550 -0.5837 0.2162 -1.65 -0.64 0.37
C -1.0112 0.6566 0.2356 -3.41 0.32 -0.77
C 1.0112 -0.1442 -0.5421 0.68 0.73 1.81
S -2.6105 0.8411 -0.1604 1.81 -0.84 0.30
H 0.0298 -0.7699 1.3268 -0.07 -0.38 -1.51
H -0.6915 -1.3826 -0.4379 0.76 1.02 1.96
H -0.6003 1.5936 0.5092 1.18 0.49 0.54
H 0.9734 -0.4838 -1.4970 0.32 -0.96 -3.02
```
Forces are in eV/Å.

- Orbital gap: 7.321 eV
- Energy above the lowest of the compared OMol25 structures with the same formula, charge and spin: 105.7 kcal/mol
- Total charge: 0

Just the natural (NBO) charges please, in e? Sure, here they are: 0.144 -0.447 -0.554 -0.230 0.062 0.076 0.282 0.252 0.207 0.207

***

3.
Formula: C21H49BClN3O9S2
Source: OMol25
Level of theory: ωB97M-V/def2-TZVPD

XYZ file:
```
86
Properties=species:S:1:pos:R:3:forces:R:3
C 1.0617 3.0577 3.9296 0.32 0.12 0.28
C 2.0938 2.1127 3.3089 0.02 0.26 0.22
C 2.1592 1.9852 1.7781 -0.03 0.02 0.14
C 0.9154 1.8389 0.8620 0.12 0.02 0.22
C 0.2458 3.2094 0.6952 -0.15 0.29 -0.30
C -0.9409 3.3479 -0.2630 -0.21 -0.29 0.16
N -0.6947 2.9039 -1.6464 -0.28 0.37 -0.09
O 1.3758 1.3034 -0.3776 0.00 -0.06 0.04
C 2.2710 2.0650 -1.1659 0.50 0.30 -0.49
B 2.5683 1.1360 -2.4250 0.28 -0.03 -0.08
N 2.0919 1.4349 -3.7422 -0.07 0.12 0.53
O 3.3373 -0.0092 -2.2252 -0.01 0.19 0.33
C -0.1159 0.7353 1.3169 -0.07 -0.01 -0.06
C 0.5091 -0.5016 1.9712 -0.08 -0.20 -0.05
C 1.7072 -1.1950 1.2910 0.00 -0.40 -0.03
C 1.3976 -2.5688 0.6934 -0.02 0.19 0.08
Cl 2.9802 -1.4505 2.5696 0.03 0.09 0.02
O -0.8598 0.4413 0.1173 -0.18 -0.06 -0.08
N -0.9091 -0.8997 -0.2549 0.41 0.22 0.02
O -1.1647 -0.9900 -1.3930 -0.33 -0.02 0.03
O -1.0184 1.4233 2.1750 0.21 -0.33 0.14
C -2.0463 0.7861 2.8924 -0.11 0.12 0.31
S -1.5576 0.1584 4.5617 0.01 -0.19 0.00
S -3.3162 2.1074 3.1759 -0.10 0.05 -0.18
O -2.5987 -0.2978 2.2519 0.17 0.19 -0.13
C -3.6128 -0.0743 1.2841 -0.10 -0.56 -0.30
C -5.0351 -0.3578 1.8336 -0.24 0.68 0.11
C -5.8074 -1.2185 0.8415 0.65 0.20 0.12
O -4.9570 -0.9291 3.1301 -0.14 -0.20 -0.16
H 0.0474 2.6681 3.9423 -0.03 0.08 -0.21
H 1.0817 4.0353 3.4445 -0.13 -0.04 -0.09
H 1.3479 3.2435 4.9683 -0.06 -0.07 0.02
H 3.0644 2.5202 3.6087 0.08 -0.13 -0.11
H 2.0675 1.1402 3.8055 -0.18 -0.06 -0.13
H 2.8311 1.1619 1.5318 -0.01 -0.04 0.11
H 2.6839 2.8782 1.4285 -0.14 0.03 -0.11
H -0.1062 3.5478 1.6680 0.05 -0.08 0.05
H 1.0139 3.9314 0.4028 0.10 -0.15 -0.07
H -1.7935 2.8219 0.1761 0.01 -0.01 -0.05
H -1.2323 4.4010 -0.2721 0.12 0.03 0.00
H -1.0895 3.5889 -2.2790 0.03 0.01 -0.03
H -1.2064 2.0493 -1.8268 0.24 -0.18 0.08
H 1.8356 3.0135 -1.4923 -0.17 -0.04 0.17
H 3.2195 2.2879 -0.6576 -0.11 -0.09 0.21
H 1.5270 0.6900 -4.1280 0.35 -0.02 -0.51
H 1.6243 2.3263 -3.8242 -0.29 -0.13 -0.03
H 4.1632 0.0136 -2.7183 -0.26 -0.30 -0.23
H -0.2566 -1.2546 2.1501 -0.14 0.08 -0.08
H 0.8123 -0.1873 2.9601 0.16 0.16 -0.04
H 2.1845 -0.5865 0.5319 -0.01 0.13 0.11
H 0.6391 -3.0897 1.2787 0.04 -0.06 -0.01
H 2.3054 -3.1672 0.6766 -0.02 -0.03 -0.09
H 1.0389 -2.4593 -0.3290 -0.02 -0.05 0.02
H -0.2621 0.4800 4.5190 0.03 0.13 -0.09
H -2.7550 2.5848 4.2869 0.08 0.01 0.04
H -3.5403 0.9091 0.8126 0.04 0.09 0.19
H -3.4146 -0.7969 0.4907 0.10 -0.03 0.03
H -5.5528 0.6047 1.9147 0.02 -0.01 0.02
H -5.2018 -2.0973 0.6130 -0.28 -0.19 0.04
H -6.7818 -1.4963 1.2355 -0.03 -0.03 -0.09
H -5.9079 -0.6426 -0.0820 -0.21 -0.11 -0.04
H -5.5698 -0.4474 3.6929 0.11 -0.09 0.04
C 4.0561 0.1853 -7.5178 -0.07 0.06 -0.07
C 5.0358 1.3158 -7.2407 -0.04 -0.22 0.19
C 6.2840 0.8085 -6.5340 0.06 0.11 -0.01
O 4.4093 2.3392 -6.4735 0.07 0.06 -0.06
H 3.7310 -0.2687 -6.5773 0.04 -0.03 0.01
H 3.1707 0.5655 -8.0273 0.01 0.01 -0.01
H 4.5085 -0.5912 -8.1365 0.01 -0.01 0.01
H 5.3192 1.7917 -8.1812 -0.02 0.05 0.01
H 6.0162 0.3681 -5.5690 -0.02 -0.05 -0.02
H 6.9760 1.6293 -6.3456 0.00 0.00 -0.01
H 6.7966 0.0488 -7.1257 -0.01 -0.01 0.01
H 4.1382 1.9518 -5.6323 -0.15 0.02 0.03
C -3.9430 -6.4976 1.9017 0.07 -0.10 0.01
C -2.8172 -5.5279 2.2269 -0.21 0.09 -0.19
C -3.3161 -4.0954 2.3033 0.16 0.12 0.03
O -1.7698 -5.6409 1.2624 0.09 -0.04 0.12
H -4.3779 -6.2569 0.9272 -0.03 0.04 0.02
H -3.5663 -7.5194 1.8549 0.00 0.00 0.02
H -4.7347 -6.4512 2.6507 -0.01 0.02 -0.01
H -2.3622 -5.8061 3.1790 0.07 -0.01 -0.03
H -3.7291 -3.7876 1.3372 -0.07 -0.07 0.01
H -2.4972 -3.4133 2.5359 -0.02 0.00 0.05
H -4.0902 -3.9742 3.0615 -0.02 0.02 -0.02
H -2.1344 -5.4002 0.4040 0.01 0.01 -0.01
```
Forces are in eV/Å.

- SMILES: CCC[C@@](CCN)(OCB(N)O)[C@](C[C@H](C)Cl)(ON=O)OC(S)(S)OC[C@@H](C)O.CC(C)O.CC(C)O
- Orbital gap: 9.319 eV
- Total charge: 0

Just the Mulliken charges please, in e? Sure, here they are: -1.142 -0.491 -2.055 1.920 -1.006 -0.864 -0.415 -0.278 -0.316 0.638 -0.494 -0.613 0.832 -2.046 1.064 -1.544 -0.199 0.003 0.233 -0.518 -0.179 0.323 -0.196 -0.326 0.059 -0.755 0.234 -1.440 -0.492 0.054 0.334 0.444 0.526 0.307 0.305 0.709 0.289 0.619 -0.077 0.631 0.290 0.147 0.154 0.043 0.217 0.207 0.250 0.663 0.400 -0.347 0.389 0.461 0.286 0.155 0.200 0.146 0.503 0.482 0.261 0.389 0.363 0.311 -1.128 0.343 -1.106 -0.543 0.232 0.304 0.377 0.298 0.206 0.309 0.369 0.309 -1.344 0.360 -0.743 -0.556 0.331 0.343 0.360 0.323 0.095 0.079 0.392 0.343

***

Which value of total charge does entry 3 give? 0